No. 1
Entry from the OMol25 dataset: a structure of composition C63H54GeNO6PSSiTi (ωB97M-V/def2-TZVPD).

```
! RIJCOSX wB97M-V def2-TZVPD def2/J DEFGRID3
* xyz -1 2
Ti -0.058 -0.568 0.779
C -0.126 -0.398 -7.492
C -0.212 0.941 -7.143
C 0.016 1.340 -5.832
C 0.322 0.404 -4.846
C 0.397 -0.944 -5.209
C 0.178 -1.340 -6.518
P 0.882 0.842 -3.151
C 0.143 2.469 -2.779
C 0.715 3.607 -3.361
C 0.379 4.877 -2.921
C -0.500 5.033 -1.855
C -1.040 3.913 -1.243
C -0.723 2.640 -1.700
C 0.001 -0.346 -2.101
C -1.282 -0.725 -2.359
C -1.831 -1.915 -1.799
C -1.073 -2.694 -0.975
C 0.251 -2.327 -0.598
C 0.838 -1.133 -1.172
H -0.299 -0.707 -8.516
H -0.451 1.682 -7.896
H -0.066 2.387 -5.576
H 0.631 -1.688 -4.458
H 0.252 -2.388 -6.782
H 1.460 3.493 -4.141
H 0.826 5.745 -3.390
H -0.751 6.023 -1.495
H -1.714 4.023 -0.404
H -1.152 1.774 -1.209
H -1.880 -0.130 -3.042
H -2.843 -2.206 -2.043
H -1.475 -3.634 -0.614
H 0.879 -3.061 -0.109
C 2.940 0.090 3.573
S 2.780 0.893 1.977
C 1.733 2.284 2.454
O 1.913 -0.038 1.131
H 1.967 -0.267 3.902
H 3.347 0.814 4.279
H 3.636 -0.738 3.446
H 2.366 3.168 2.521
H 1.215 2.074 3.385
H 1.003 2.409 1.656
O -0.196 -1.936 2.151
C -0.218 -1.036 3.095
O -0.182 0.179 2.677
C -0.216 -1.378 4.479
C -0.234 -0.364 5.471
C -0.222 -0.678 6.799
C -0.197 -2.037 7.200
C -0.207 -3.061 6.221
C -0.218 -2.734 4.895
N -0.165 -2.363 8.552
O -0.153 -1.440 9.396
O -0.148 -3.568 8.883
H -0.284 0.670 5.151
H -0.243 0.083 7.564
H -0.209 -4.088 6.556
H -0.232 -3.503 4.133
C 5.452 -3.614 1.560
C 4.207 -3.179 1.990
C 3.371 -2.484 1.125
C 3.755 -2.213 -0.192
C 4.993 -2.705 -0.617
C 5.840 -3.387 0.248
Ge 2.784 -0.986 -1.418
C 3.723 0.753 -1.268
C 3.059 1.978 -1.197
C 3.753 3.178 -1.144
C 5.142 3.175 -1.149
C 5.821 1.967 -1.210
C 5.115 0.771 -1.273
C 3.315 -1.659 -3.206
C 3.138 -3.003 -3.530
C 3.442 -3.485 -4.797
C 3.930 -2.622 -5.768
C 4.123 -1.282 -5.460
C 3.820 -0.809 -4.191
H 6.111 -4.138 2.241
H 3.883 -3.384 3.004
H 2.402 -2.160 1.486
H 5.293 -2.563 -1.650
H 6.802 -3.740 -0.103
H 1.974 2.003 -1.197
H 3.205 4.113 -1.107
H 5.691 4.108 -1.112
H 6.904 1.952 -1.213
H 5.667 -0.161 -1.319
H 2.750 -3.687 -2.781
H 3.287 -4.532 -5.030
H 4.155 -2.990 -6.761
H 4.493 -0.600 -6.216
H 3.963 0.241 -3.965
O -1.777 0.126 0.484
Si -3.249 0.562 0.974
C -3.575 2.358 0.484
C -4.072 2.693 -0.779
C -4.335 4.010 -1.131
C -4.100 5.031 -0.221
C -3.574 4.729 1.028
C -3.308 3.409 1.368
C -4.568 -0.570 0.230
C -4.368 -1.954 0.289
C -5.351 -2.845 -0.111
C -6.570 -2.370 -0.580
C -6.795 -1.004 -0.639
C -5.804 -0.117 -0.233
C -3.656 0.362 2.807
C -3.247 -0.799 3.470
C -3.582 -1.041 4.793
C -4.366 -0.128 5.484
C -4.823 1.011 4.836
C -4.471 1.251 3.514
H -4.258 1.907 -1.504
H -4.723 4.241 -2.115
H -4.310 6.059 -0.490
H -3.369 5.523 1.736
H -2.889 3.189 2.344
H -3.422 -2.337 0.654
H -5.172 -3.912 -0.053
H -7.344 -3.063 -0.887
H -7.745 -0.626 -0.998
H -6.007 0.947 -0.267
H -2.658 -1.538 2.938
H -3.220 -1.934 5.289
H -4.622 -0.308 6.521
H -5.452 1.718 5.364
H -4.851 2.139 3.025
*
```

Output
ΔE to the lowest compared entry with this formula, charge and spin   122.2 kJ/mol
⟨S²⟩   0.776

=====

No. 2
Entry from the OMol25 dataset: an isolated molecule of C23H21N3O3S (ωB97M-V/def2-TZVPD).

```
! RIJCOSX wB97M-V def2-TZVPD def2/J DEFGRID3
* xyz 0 1
C -3.480 -1.664 -1.367
C -3.186 -3.157 -1.351
O -1.858 -3.415 -1.813
C -0.869 -3.283 -0.926
O -1.025 -3.072 0.244
C 0.485 -3.394 -1.613
C 0.709 -2.075 -2.299
N 1.325 -1.191 -1.592
N 1.517 0.045 -2.042
C 2.101 0.953 -1.076
C 1.183 1.169 0.077
N 1.542 1.592 1.227
C 0.498 1.712 2.101
C 0.753 2.188 3.453
C -0.273 2.380 4.378
C 0.009 2.833 5.651
C 1.315 3.109 6.042
C 1.600 3.612 7.424
C 2.335 2.918 5.119
C 2.062 2.466 3.843
C -0.707 1.350 1.564
S -0.539 0.853 -0.069
C 1.107 0.524 -3.271
O 1.320 1.677 -3.599
C 0.417 -0.471 -4.095
C -0.045 -0.098 -5.359
C -0.716 -1.007 -6.143
C -0.937 -2.300 -5.672
C -0.487 -2.684 -4.429
C 0.198 -1.776 -3.614
H -4.509 -1.490 -1.067
H -3.326 -1.260 -2.365
H -2.819 -1.148 -0.675
H -3.838 -3.697 -2.041
H -3.295 -3.559 -0.339
H 1.246 -3.532 -0.847
H 0.486 -4.221 -2.319
H 2.285 1.898 -1.601
H 3.048 0.550 -0.706
H -1.297 2.175 4.103
H -0.796 2.977 6.357
H 1.248 4.638 7.530
H 1.083 3.006 8.167
H 2.666 3.592 7.635
H 3.357 3.127 5.403
H 2.856 2.319 3.129
H -1.675 1.336 2.021
H 0.142 0.912 -5.689
H -1.074 -0.723 -7.121
H -1.467 -3.010 -6.291
H -0.678 -3.685 -4.078
*
```

Output
Structure (SMILES)   CCOC(=O)Cc1nn(Cc2nc(-c3ccc(C)cc3)cs2)c(=O)c2ccccc12
ΔE to the lowest compared entry with this formula, charge and spin   51.3 kJ/mol

=====

No. 3
Entry from the OMol25 dataset: an isolated molecule of C4H3NS2 (ωB97M-V/def2-TZVPD).

```
! RIJCOSX wB97M-V def2-TZVPD def2/J DEFGRID3
* xyz 0 1
N -1.376 2.622 -0.326
C -1.179 1.478 -0.277
C -1.041 -0.009 -0.213
S -2.182 -1.126 -0.432
C 0.185 -0.326 0.623
C 1.334 -0.515 -0.303
S 2.811 0.054 -0.402
H 0.235 0.588 1.116
H -0.132 -1.254 1.154
H 1.346 -1.512 -0.938
*
```

Output
Structure (SMILES)   N#CC(=S)CC=S
ΔE to the lowest compared entry with this formula, charge and spin   162.8 kJ/mol

=====

No. 4
Entry from the OMol25 dataset: an isolated molecule of C5H7ClS (ωB97M-V/def2-TZVPD).

```
! RIJCOSX wB97M-V def2-TZVPD def2/J DEFGRID3
* xyz 0 1
Cl 3.006 0.189 -0.511
C 1.594 -0.251 0.370
C 0.361 -0.682 -0.336
C -0.994 -1.305 -0.181
S -1.999 0.247 -0.458
C -0.631 1.499 -0.152
C 0.301 0.524 0.534
H 1.830 -0.558 1.415
H 0.493 -0.389 -1.410
H -1.355 -2.005 -0.960
H -1.299 -1.611 0.833
H -1.076 2.277 0.446
H -0.198 1.780 -1.124
H -0.032 0.286 1.533
*
```

Output
Structure (SMILES)   ClC1[C@H]2CSC[C@H]12
ΔE to the lowest compared entry with this formula, charge and spin   212.8 kJ/mol